No. 1
Below is one molecule with the formula CH2N2O2, with properties calculated with ωB97M-V with the def2-TZVPD basis set.

Properties
SMILES ... [H]/N=N/C(=O)O
Lowest unoccupied orbital energy ... -0.3 eV
Maximum force ... 0.0683 Eh/bohr
E_HOMO ... -0.37495 Eh
Energy above the lowest of the compared OMol25 structures with the same formula, charge and spin ... 2.826 eV
Calculated total energy ... -8142.5451 eV

Positions of all 7 atoms, in Å:
C (0.749, 0.437, -0.008)
N (-0.956, -1.044, -0.341)
N (-0.202, -0.340, -1.007)
O (1.898, 0.560, -0.384)
O (0.491, 0.963, 1.220)
H (-1.542, -1.541, -0.929)
H (-0.438, 0.965, 1.449)

***

No. 2
Below is one molecule with the formula CH2N2O2, with properties calculated with ωB97M-V with the def2-TZVPD basis set.

Properties
Lowest unoccupied orbital energy ... -1.2 eV
Maximum force ... 0.0770 Eh/bohr
E_HOMO ... -0.36866 Eh
Energy above the lowest of the compared OMol25 structures with the same formula, charge and spin ... 5.975 eV
Calculated total energy ... -8139.3952 eV

Positions of all 7 atoms, in Å:
C (0.626, 0.290, -0.035)
N (0.263, -1.181, 0.173)
N (0.103, -0.719, -1.017)
O (1.606, 0.882, 0.194)
O (-0.962, 0.793, 0.045)
H (-0.343, -1.765, 0.772)
H (-1.291, 1.699, -0.131)